i.
# H24O12

A 12-piece molecular cluster, H24O12 overall (ωB97M-V with the def2-TZVPD basis set, the OMol25 dataset).

Results
Gap between HOMO and LUMO, eV: 10.1
E_HOMO, eV: -10.14
SMILES: O.O.O.O.O.O.O.O.O.O.O.O

ORCA input file:
```
! RIJCOSX wB97M-V def2-TZVPD def2/J DEFGRID3
* xyz 0 1
O -8.867 18.401 -1.246
H -8.078 18.543 -1.769
H -9.303 19.253 -1.232
O -10.003 18.987 3.245
H -10.393 19.070 4.115
H -10.744 18.805 2.667
O -13.528 17.902 3.024
H -13.831 18.322 3.829
H -13.267 17.022 3.296
O -10.002 16.200 3.017
H -10.072 16.364 3.958
H -9.774 17.051 2.642
O -11.261 18.048 0.851
H -11.091 18.473 0.010
H -11.982 17.444 0.673
O -12.398 20.912 -2.086
H -13.266 20.681 -1.756
H -11.868 21.041 -1.300
O -12.990 18.468 -3.200
H -12.908 19.392 -2.963
H -12.644 17.994 -2.444
O -10.194 21.090 -0.315
H -9.569 21.736 -0.642
H -10.267 21.278 0.621
O -14.954 17.770 0.400
H -14.448 18.054 1.162
H -14.771 16.833 0.326
O -8.208 16.251 0.093
H -8.689 17.071 -0.019
H -7.850 16.062 -0.774
O -11.839 16.450 -1.487
H -10.980 16.416 -1.065
H -12.046 15.537 -1.685
O -13.091 15.128 2.951
H -12.771 15.040 2.054
H -12.656 14.423 3.431
*
```

---

ii.
# H24O12

A 12-piece molecular cluster, H24O12 overall (ωB97M-V with the def2-TZVPD basis set, the OMol25 dataset).

Results
Gap between HOMO and LUMO, eV: 7.1
E_HOMO, eV: -7.43
SMILES: O.O.O.O.O.O.O.O.O.O.O.O

ORCA input file:
```
! RIJCOSX wB97M-V def2-TZVPD def2/J DEFGRID3
* xyz 0 1
O 1.053 0.878 0.425
H 0.599 1.297 -0.252
H 0.419 0.354 0.928
O -1.169 0.319 -0.082
H -1.500 0.184 0.822
H -1.403 -0.465 -0.568
O -1.085 4.406 -0.581
H -0.619 5.233 -0.609
H -1.567 4.456 0.293
O -4.564 0.724 -1.015
H -4.750 0.025 -0.385
H -3.563 0.570 -1.066
O -2.998 -1.274 0.659
H -3.069 -1.075 1.663
H -3.403 -2.108 0.550
O 4.691 0.738 -0.351
H 4.349 -0.171 -0.418
H 4.450 0.880 0.522
O 4.922 -0.292 -2.826
H 5.266 -1.179 -3.139
H 4.168 -0.565 -2.267
O -1.906 -2.372 -1.151
H -1.782 -2.133 -0.219
H -2.407 -1.758 -1.550
O 1.507 1.764 1.986
H 2.242 1.697 1.357
H 1.402 0.899 2.186
O 1.008 -3.454 -0.391
H 0.188 -3.585 0.131
H 1.731 -3.486 0.181
O 0.757 -0.790 3.820
H 1.354 -1.528 4.110
H 1.126 -0.077 4.451
O -1.717 0.489 -2.088
H -1.111 0.689 -2.748
H -2.617 0.709 -2.375
*
```

---

iii.
# H24O12

A 12-piece molecular cluster, H24O12 overall (ωB97M-V with the def2-TZVPD basis set, the OMol25 dataset).

Results
Gap between HOMO and LUMO, eV: 7.9
E_HOMO, eV: -8.30
SMILES: O.O.O.O.O.O.O.O.O.O.O.O

ORCA input file:
```
! RIJCOSX wB97M-V def2-TZVPD def2/J DEFGRID3
* xyz 0 1
O 3.071 -1.570 0.656
H 3.124 -1.863 1.624
H 3.595 -1.960 0.049
O 3.230 1.119 -0.487
H 3.021 0.311 -0.023
H 4.210 0.949 -0.754
O 0.933 -3.409 0.130
H 1.631 -2.823 0.172
H 1.424 -4.188 0.373
O 0.650 0.548 -2.532
H 0.275 0.017 -1.712
H -0.135 0.804 -3.069
O -2.325 -1.524 -1.569
H -3.181 -2.091 -1.203
H -2.504 -0.695 -1.138
O -3.488 0.850 -1.286
H -2.663 1.288 -0.970
H -4.101 1.061 -0.652
O 0.182 3.609 1.919
H 0.754 4.348 1.943
H 0.048 3.239 1.067
O -0.117 -0.202 -0.141
H 0.722 -0.202 0.521
H -0.029 0.711 -0.233
O -1.086 2.348 -0.490
H -1.610 2.488 0.417
H -1.391 2.987 -1.098
O -2.738 -0.843 1.622
H -2.839 -0.563 2.438
H -2.540 -0.012 1.178
O -0.111 -2.869 -1.884
H 0.265 -3.027 -0.996
H -0.930 -2.371 -1.700
O 1.327 0.967 2.678
H 0.998 1.920 2.468
H 2.327 0.648 2.683
*
```

---

Stability check: which of them is most stable? i.

---

i.
# C23H64O13

A 9-piece molecular cluster, C23H64O13 overall (ωB97M-V with the def2-TZVPD basis set, the OMol25 dataset).

Results
Gap between HOMO and LUMO, eV: 9.6
E_HOMO, eV: -9.46
SMILES: CC(C)O.CC(C)O.CC(C)O.CC(C)O.CC(C)O.OCCO.OCCO.OCCO.OCCO

ORCA input file:
```
! RIJCOSX wB97M-V def2-TZVPD def2/J DEFGRID3
* xyz 0 1
C -3.765 -3.646 -0.260
C -3.867 -2.524 -1.213
C -2.938 -2.695 -2.467
O -5.165 -2.294 -1.591
H -4.412 -3.611 0.716
H -2.665 -3.675 -0.029
H -4.239 -4.660 -0.552
H -3.412 -1.505 -0.739
H -3.334 -3.458 -3.067
H -2.007 -3.122 -2.330
H -2.714 -1.717 -3.026
H -5.646 -1.783 -1.174
C 3.350 3.304 -2.873
C 1.922 3.252 -2.433
C 1.635 3.696 -0.975
O 1.217 4.319 -3.076
H 4.037 2.480 -2.404
H 3.713 4.196 -2.580
H 3.456 2.961 -3.893
H 1.348 2.373 -2.573
H 2.209 2.899 -0.303
H 0.679 3.546 -0.748
H 2.155 4.712 -0.747
H 0.613 3.775 -3.520
C 2.954 -4.637 3.783
C 2.004 -3.636 4.331
C 1.190 -2.745 3.360
O 1.260 -4.253 5.290
H 3.286 -5.367 4.545
H 4.012 -4.125 3.450
H 2.510 -5.210 3.102
H 2.438 -2.896 4.860
H 1.698 -2.372 2.465
H 0.714 -2.087 3.941
H 0.472 -3.275 2.901
H 1.658 -4.583 6.188
C -1.016 -0.735 0.464
C -0.404 0.692 0.356
C -0.214 1.412 1.591
O 0.857 0.579 -0.259
H -2.112 -0.637 0.801
H -0.407 -1.398 1.117
H -0.744 -1.373 -0.455
H -1.019 1.249 -0.361
H -1.020 1.430 2.077
H 0.552 2.352 1.437
H -0.036 0.573 2.251
H 0.691 -0.128 -0.952
C -2.467 2.652 -5.832
C -2.347 2.825 -4.351
C -1.786 1.622 -3.614
O -1.517 3.888 -4.211
H -1.602 2.432 -6.198
H -3.030 3.433 -6.476
H -3.022 1.740 -6.035
H -3.274 3.112 -3.788
H -0.753 1.363 -3.795
H -2.671 0.970 -3.930
H -1.951 1.862 -2.728
H -2.164 4.554 -4.035
O 3.118 1.141 1.630
C 4.111 0.482 0.867
C 4.161 -1.029 1.159
O 5.233 -1.447 0.330
H 2.322 1.256 1.104
H 3.831 0.735 -0.176
H 5.161 1.131 0.929
H 3.250 -1.493 0.896
H 4.487 -1.199 2.189
H 6.045 -1.369 0.695
O 3.829 2.784 4.066
C 2.606 2.175 4.627
C 1.449 3.324 4.718
O 0.232 2.633 4.866
H 3.813 2.710 3.123
H 2.427 1.418 3.971
H 2.779 1.884 5.639
H 1.416 3.703 3.793
H 1.511 3.920 5.596
H -0.452 3.321 4.567
O -3.985 1.875 1.261
C -4.976 1.438 0.323
C -5.792 0.201 0.915
O -6.630 -0.310 -0.119
H -4.385 2.495 1.969
H -5.704 1.921 -0.085
H -4.436 0.867 -0.296
H -6.530 0.354 1.724
H -5.162 -0.657 1.222
H -7.323 0.374 -0.152
O 2.850 -4.581 -1.714
C 2.644 -3.162 -1.986
C 1.159 -2.904 -2.157
O 0.915 -1.548 -2.418
H 2.220 -4.851 -1.199
H 3.210 -2.691 -1.198
H 3.063 -2.832 -2.796
H 0.619 -3.084 -1.372
H 0.685 -3.714 -2.719
H 1.317 -1.383 -3.222
*
```

---

ii.
# C23H64O13

A 9-piece molecular cluster, C23H64O13 overall (ωB97M-V with the def2-TZVPD basis set, the OMol25 dataset).

Results
Gap between HOMO and LUMO, eV: 9.7
E_HOMO, eV: -9.44
SMILES: CC(C)O.CC(C)O.CC(C)O.CC(C)O.CC(C)O.OCCO.OCCO.OCCO.OCCO

ORCA input file:
```
! RIJCOSX wB97M-V def2-TZVPD def2/J DEFGRID3
* xyz 0 1
C 3.574 2.607 -2.371
C 3.116 2.290 -0.895
C 4.169 2.544 0.140
O 2.051 3.103 -0.704
H 4.217 1.916 -2.765
H 3.980 3.457 -2.719
H 2.751 2.461 -2.979
H 2.771 1.274 -0.632
H 4.014 2.095 1.210
H 4.410 3.623 0.046
H 5.231 1.991 -0.236
H 1.333 2.514 -0.853
C -4.070 2.259 -0.663
C -3.474 2.496 -2.028
C -4.098 1.541 -2.965
O -3.844 3.851 -2.412
H -4.964 2.393 -0.433
H -3.440 2.597 -0.068
H -3.913 1.096 -0.398
H -2.452 2.447 -2.217
H -5.192 1.598 -3.045
H -4.043 0.582 -2.680
H -3.692 1.849 -3.793
H -3.180 4.134 -3.041
C 1.964 -5.141 2.282
C 1.758 -3.609 1.965
C 2.964 -3.067 1.311
O 0.649 -3.587 1.035
H 2.795 -5.546 2.962
H 2.225 -5.615 1.506
H 1.349 -5.741 2.550
H 1.687 -3.180 2.857
H 3.370 -3.761 0.645
H 3.908 -3.213 1.943
H 2.946 -1.863 0.922
H 0.214 -2.747 1.212
C 0.825 -5.531 -3.436
C 0.750 -4.592 -2.241
C -0.622 -3.813 -2.305
O 0.853 -5.406 -1.120
H 0.946 -4.765 -4.342
H -0.179 -6.094 -3.691
H 1.635 -6.300 -3.375
H 1.506 -4.034 -2.266
H -1.450 -4.411 -2.261
H -0.687 -3.295 -3.281
H -0.886 -3.201 -1.482
H 0.893 -4.744 -0.394
C -3.253 0.320 3.104
C -3.496 -1.048 3.888
C -4.146 -1.033 5.290
O -4.281 -1.792 3.054
H -4.252 0.718 2.880
H -2.673 0.076 2.189
H -2.508 0.923 3.645
H -2.518 -1.608 4.019
H -3.447 -0.652 6.137
H -4.255 -2.042 5.567
H -5.127 -0.662 5.512
H -3.917 -2.544 3.309
O -0.184 -0.782 1.571
C 0.448 0.038 0.569
C -0.683 0.427 -0.405
O -0.095 1.352 -1.303
H -0.166 -0.351 2.285
H 0.724 1.038 1.173
H 1.238 -0.362 -0.048
H -1.478 0.756 0.390
H -1.251 -0.380 -0.794
H 0.537 0.896 -1.772
O -1.648 5.237 -3.378
C -0.726 5.191 -2.228
C -1.293 5.662 -1.078
O -0.343 5.467 -0.003
H -1.204 5.290 -4.269
H -0.410 4.097 -2.189
H 0.228 5.620 -2.468
H -2.352 5.241 -0.775
H -1.474 6.898 -1.052
H 0.405 5.874 -0.412
O 4.556 -0.642 -4.596
C 3.150 -0.405 -4.713
C 2.662 -0.725 -3.395
O 1.231 -0.264 -3.324
H 4.874 -1.589 -4.459
H 2.990 0.682 -4.873
H 2.534 -0.870 -5.466
H 3.190 -0.425 -2.598
H 2.628 -1.745 -3.173
H 0.627 -0.714 -4.054
O -0.007 -0.278 6.998
C -0.048 -0.238 5.530
C 0.079 1.216 5.086
O 0.367 1.294 3.690
H -0.036 -1.175 7.485
H 0.901 -0.696 5.487
H -0.964 -0.725 5.146
H 0.885 1.834 5.532
H -0.718 1.930 5.206
H 0.054 2.197 3.600
*
```

---

Stability check: which of them is most stable? i.